Record 1
The following is a quantum chemistry calculation of C6H12S in the gas phase, from OMol25.

Each line ends with the Löwdin charge.
CARTESIAN COORDINATES (ANGSTROEM)
1 C -0.1002 -1.4438 0.3523  -0.378
2 C -2.5561 -0.4096 -1.0246  -0.314
3 C 1.3102 -0.9689 0.6030  -0.333
4 C 1.9142 -0.1023 -0.5481  -0.314
5 C 1.1374 1.0826 -0.7394  -0.085
6 C -1.2947 0.8638 1.1524  -0.204
7 S -1.0161 -0.1696 -0.3407  0.907
8 H 0.0192 -2.5277 -0.1510  0.113
9 H -3.1068 0.4828 -0.7691  -0.018
10 H -2.4339 -0.8823 -2.0217  0.002
11 H 1.2430 -0.2162 1.3991  0.071
12 H 1.8724 -1.7911 1.0005  0.099
13 H 3.0114 -0.2114 -0.3748  0.130
14 H 1.7293 -0.7499 -1.3836  0.095
15 H 1.0252 1.8096 0.1032  0.078
16 H 0.8787 1.3246 -1.6932  0.015
17 H -2.1220 0.5725 1.6637  0.019
18 H -0.4071 0.5075 1.7350  0.051
19 H -1.2436 1.9366 0.9665  0.066

Computed properties:
Lowest unoccupied orbital energy (alpha / beta): 0.0 / -0.2 eV
HOMO-LUMO gap (alpha / beta): 7.2 / 7.2 eV
Relative energy (zero: lowest compared OMol25 entry of this formula, charge and spin): 6.987 eV

Record 2
The following is a quantum chemistry calculation of a molecular structure, C6H13Br2F2INO5PS3, from OMol25.

Each line ends with the Löwdin charge.
CARTESIAN COORDINATES (ANGSTROEM)
1 C -3.2927 -0.3469 -0.9364  -0.177
2 C -2.0359 -1.1624 -1.2104  -0.798
3 Br -2.0068 -2.7330 -0.0798  0.772
4 C -0.7026 -0.4230 -1.0480  -0.416
5 S -0.8097 0.8711 0.2322  0.815
6 C -0.0144 2.3466 -0.4852  -0.391
7 C -0.9539 3.5430 -0.3654  -0.335
8 C -0.2524 4.8319 -0.8077  -0.613
9 Br -0.9366 5.5006 -2.4846  0.659
10 P 0.6123 0.1311 1.8372  0.468
11 O 1.2884 1.5387 2.2611  -0.437
12 I -1.0963 -0.0792 3.5454  0.496
13 H -3.5155 -0.2891 0.1275  0.063
14 H -4.1403 -0.8336 -1.4162  0.083
15 H -3.2124 0.6580 -1.3612  0.074
16 H -2.0839 -1.5325 -2.2320  0.094
17 H -0.4447 0.1040 -1.9680  0.097
18 H 0.1062 -1.1021 -0.7663  0.054
19 H 0.1965 2.0972 -1.5242  0.099
20 H 0.9217 2.5034 0.0515  0.080
21 H -1.8261 3.3636 -0.9926  0.086
22 H -1.3018 3.6389 0.6650  0.109
23 H -0.3835 5.6282 -0.0830  0.059
24 H 0.8160 4.6856 -0.9505  0.060
25 H 0.7067 2.2652 2.5479  0.058
26 N 2.4520 -4.6842 1.0583  -0.305
27 S 1.9672 -3.3542 1.7311  0.442
28 O 1.2543 -2.4739 0.8451  -0.445
29 O 2.8559 -2.7346 2.6590  -0.285
30 F 0.8287 -3.9823 2.6282  -0.184
31 S 3.5934 -4.6037 -0.0365  0.483
32 O 3.6816 -5.8423 -0.7232  -0.276
33 O 4.7702 -3.9288 0.3958  -0.281
34 F 2.9585 -3.6017 -1.1142  -0.209

Computed properties:
Lowest unoccupied orbital energy: -1.5 eV
HOMO-LUMO gap: 7.5 eV

| no. | largest force on an atom (eV Å⁻¹) |
| --- | --- |
| 1 | 3.78 |
| 2 | 0.92 |